1.
This record from OMol25 describes 13 unconnected molecules or ions with the total composition C31H58N6O7 in a non-equilibrium geometry. The level of theory is ωB97M-V/def2-TZVPD.

Last column: Mulliken charge in e.
Geometry (Å):
N 6.862 8.077 9.992  0.0706
C 6.654 8.976 11.011  -1.0296
C 7.704 8.936 11.860  -0.1231
C 8.568 7.869 11.388  -0.2808
C 8.017 7.402 10.225  -0.9062
H 6.177 7.872 9.278  0.2083
H 5.790 9.611 10.927  0.4224
H 7.793 9.501 12.743  0.5141
H 9.434 7.433 11.843  0.7083
H 8.406 6.640 9.552  0.4568
N 17.295 13.715 9.762  0.1266
C 17.181 12.714 10.669  -1.6235
C 15.935 12.111 10.541  1.1380
C 15.325 12.774 9.410  -0.3278
C 16.132 13.807 9.020  -0.4482
H 17.990 14.453 9.735  0.2436
H 18.010 12.558 11.339  0.4451
H 15.637 11.227 11.112  0.1449
H 14.298 12.658 9.073  0.0699
H 15.898 14.524 8.193  0.2898
N 12.385 7.753 6.966  0.0393
C 13.680 8.189 6.826  -0.7921
C 13.600 9.520 6.782  -0.3290
C 12.215 9.946 6.898  -0.0317
C 11.504 8.822 7.042  -1.0348
H 12.160 6.795 7.201  0.3134
H 14.486 7.470 6.893  0.4514
H 14.404 10.238 6.692  0.4459
H 11.859 10.979 6.817  0.4721
H 10.477 8.654 7.196  0.5710
N 15.126 8.819 10.561  1.4533
C 16.056 8.526 9.641  -0.6015
C 17.103 7.914 10.259  -0.9098
C 16.799 7.866 11.640  -0.6571
C 15.569 8.398 11.802  -0.5927
H 14.265 9.334 10.306  -0.5133
H 15.932 8.702 8.591  0.4343
H 18.030 7.693 9.792  0.4645
H 17.392 7.480 12.430  0.5156
H 14.977 8.530 12.669  0.2317
N 12.077 10.625 12.457  1.6083
C 11.460 9.523 11.952  -1.4286
C 11.598 9.514 10.593  -0.2311
C 12.361 10.718 10.258  0.3859
C 12.579 11.383 11.452  -0.7527
H 12.101 10.897 13.453  0.1813
H 10.980 8.799 12.582  0.3657
H 11.097 8.841 9.887  0.6179
H 12.549 11.084 9.256  -0.3247
H 13.069 12.349 11.576  0.0021
N 13.247 12.692 15.826  0.0852
C 13.762 12.912 14.577  -1.0881
C 15.010 12.300 14.529  0.0514
C 15.274 11.772 15.834  -0.9164
C 14.096 11.968 16.588  -0.5829
H 12.320 12.968 16.061  0.2266
H 13.178 13.300 13.776  0.8626
H 15.603 12.064 13.684  0.5618
H 16.044 11.088 16.120  0.4266
H 14.009 11.648 17.623  0.3795
C 9.004 13.079 12.372  -0.1314
O 7.705 12.822 12.881  -0.5456
H 9.623 12.208 12.216  -0.1369
H 8.829 13.401 11.327  0.1689
H 9.572 13.837 12.958  0.3017
H 7.713 12.427 13.753  0.3110
C 8.877 11.454 9.098  -0.7226
O 9.785 12.512 8.838  -0.5085
H 9.256 10.765 9.833  0.1102
H 7.970 11.904 9.557  0.3488
H 8.570 10.867 8.245  0.4161
H 10.509 12.204 8.286  0.2505
C 12.970 8.084 14.772  -0.3256
O 12.527 9.351 15.268  -0.3789
H 13.243 8.113 13.732  -0.2081
H 13.823 7.638 15.302  0.3486
H 12.086 7.455 14.905  0.2931
H 13.256 9.958 14.953  0.1362
C 9.236 10.046 15.068  -0.3251
O 8.187 11.055 15.256  -0.4974
H 8.927 8.984 15.081  0.3119
H 9.592 10.214 14.023  -0.2629
H 10.022 10.183 15.749  0.4701
H 7.972 11.006 16.187  0.2750
C 15.254 15.524 12.006  -0.7413
O 14.118 14.667 11.683  -0.4459
H 15.687 15.820 11.040  0.2771
H 14.845 16.383 12.552  0.2911
H 15.903 14.920 12.551  0.2454
H 14.445 14.071 11.002  0.1910
C 13.395 5.672 11.025  -0.4509
O 12.800 6.273 9.852  -0.5142
H 13.271 4.599 10.953  0.3514
H 14.441 5.907 11.149  0.2034
H 12.819 5.952 11.921  0.1163
H 12.997 7.204 9.926  0.2657
C 12.433 15.386 8.001  -0.5498
O 11.938 14.010 8.144  -0.3618
H 13.285 15.286 7.343  0.1653
H 11.686 16.041 7.512  0.3213
H 12.742 15.800 9.004  0.1743
H 11.085 14.045 8.639  0.3019

The LUMO energy comes out at 0.48 eV. The energy relative to the best compared isomer or geometry (same formula, charge and spin) comes out at 476.0 kJ/mol. For the HOMO-LUMO gap, the calculation gives 8.662 eV. As for the spin multiplicity: 1.



2.
This record from OMol25 describes a molecular structure, C31H58N8O2PPd. The level of theory is ωB97M-V/def2-TZVPD.

Last column: Löwdin spin population.
Geometry (Å):
Pd -0.838 -0.846 1.663  1.3142
C 1.623 0.867 5.523  0.0088
C 1.346 0.768 4.016  0.0081
C 1.104 2.142 3.402  0.0012
C 0.206 -0.195 3.805  0.0764
C 0.465 -1.564 3.600  0.0471
C -0.577 -2.477 3.421  0.0702
C -1.935 -2.078 3.482  0.0633
C -3.049 -3.064 3.311  0.0099
C -2.194 -0.715 3.704  0.0652
C -1.151 0.209 3.832  0.0723
H 2.476 1.520 5.701  0.0015
H 1.842 -0.108 5.959  0.0003
H 0.763 1.289 6.047  0.0002
H 2.223 0.328 3.532  0.0006
H 0.300 2.681 3.908  0.0000
H 0.868 2.061 2.339  -0.0001
H 2.003 2.749 3.499  0.0002
H 1.486 -1.916 3.527  0.0009
H -0.336 -3.511 3.208  0.0032
H -3.543 -2.932 2.347  0.0031
H -3.804 -2.916 4.084  0.0025
H -2.686 -4.087 3.375  0.0001
H -3.221 -0.371 3.727  0.0016
H -1.388 1.257 3.961  0.0019
N 1.734 -3.151 0.829  0.0005
C 2.565 -2.098 0.249  0.0022
C 3.817 -1.868 1.089  0.0009
C 4.732 -3.104 1.187  0.0002
C 6.219 -2.775 1.275  0.0001
N 6.806 -2.254 0.035  0.0000
C 7.523 -2.961 -0.836  0.0000
N 7.544 -4.291 -0.791  0.0000
N 8.217 -2.331 -1.785  0.0000
C 1.763 -0.794 0.125  0.0137
O 2.330 0.283 0.044  0.0324
O 0.464 -0.916 0.055  0.1383
H 2.211 -4.044 0.835  0.0000
H 0.902 -3.261 0.262  -0.0008
H 2.880 -2.345 -0.777  -0.0002
H 3.490 -1.591 2.097  0.0000
H 4.342 -0.999 0.693  0.0000
H 4.550 -3.791 0.354  0.0000
H 4.497 -3.665 2.095  0.0000
H 6.796 -3.649 1.577  0.0000
H 6.395 -2.026 2.048  0.0000
H 6.747 -1.263 -0.132  0.0000
H 6.946 -4.807 -0.170  0.0000
H 8.211 -4.816 -1.332  0.0000
H 8.424 -1.350 -1.711  0.0000
H 8.697 -2.847 -2.504  0.0000
N -2.308 0.046 0.429  0.8202
P -2.415 0.797 -0.965  0.1083
N -1.023 1.813 -1.283  0.5506
C -0.679 2.323 -2.595  0.0658
C 0.832 2.538 -2.684  0.0212
C 1.300 3.603 -1.681  0.0024
C 0.348 3.680 -0.477  0.0135
C -0.246 2.318 -0.166  0.0750
N -2.440 -0.234 -2.209  0.1088
C -3.725 -0.816 -2.670  0.0051
C -3.841 -0.664 -4.190  0.0057
C -2.455 -0.692 -4.851  0.0006
C -1.510 -1.580 -4.050  0.0021
C -1.249 -0.992 -2.659  0.0074
N -3.642 1.849 -1.004  0.1152
C -3.986 2.612 -2.227  0.0086
C -5.495 2.791 -2.292  0.0040
C -5.996 3.639 -1.112  0.0008
C -5.083 3.489 0.114  0.0012
C -4.495 2.092 0.192  0.0191
H -1.195 3.291 -2.705  0.0368
H -1.081 1.656 -3.356  0.0049
H 1.069 2.819 -3.709  0.0016
H 1.322 1.583 -2.480  0.0003
H 1.355 4.582 -2.156  0.0001
H 2.304 3.353 -1.342  0.0001
H -0.464 4.388 -0.665  0.0020
H 0.869 4.037 0.410  0.0001
H -0.873 2.301 0.729  0.0159
H 0.558 1.568 -0.020  0.0390
H -4.549 -0.331 -2.148  0.0000
H -3.732 -1.867 -2.374  0.0008
H -4.364 0.259 -4.443  0.0000
H -4.456 -1.483 -4.565  0.0008
H -2.043 0.320 -4.913  0.0004
H -2.536 -1.047 -5.877  0.0000
H -0.554 -1.704 -4.559  0.0001
H -1.942 -2.579 -3.956  0.0002
H -0.394 -0.313 -2.676  0.0026
H -1.015 -1.774 -1.935  0.0018
H -3.609 2.067 -3.093  0.0004
H -3.493 3.589 -2.201  0.0027
H -5.964 1.804 -2.289  -0.0001
H -5.754 3.255 -3.243  0.0006
H -7.012 3.340 -0.857  0.0000
H -6.045 4.689 -1.397  0.0001
H -5.636 3.689 1.031  -0.0002
H -4.266 4.215 0.084  0.0001
H -5.287 1.338 0.216  0.0047
H -3.889 1.961 1.089  0.0087

The LUMO energy (spin up / spin down) comes out at -6.56 / -9.96 eV. The energy relative to the best compared isomer or geometry (same formula, charge and spin) comes out at 28.6 kJ/mol. For the HOMO-LUMO gap (spin up / spin down), the calculation gives 9.257 / 6.279 eV. Its expectation value of S² is 6.02. As for the spin multiplicity: 5. Its net charge is +3.



3.
This record from OMol25 describes 6 unconnected molecules or ions with the total composition C31H59IN3O8 in a non-equilibrium geometry. The level of theory is ωB97M-V/def2-TZVPD.

Last column: Mulliken charge in e.
Geometry (Å):
C 4.461 0.020 -0.429  -0.8768
C 4.208 0.288 -2.039  0.8637
C 5.319 -0.434 -3.014  -1.2862
C 2.707 -0.180 -2.560  -0.6129
C 1.784 1.165 -2.721  0.0087
N 2.158 2.217 -3.759  -0.2796
C 0.892 3.100 -3.727  -0.0988
N 0.862 4.467 -3.609  -0.1825
N -0.191 2.048 -3.796  0.1353
C -1.626 2.504 -3.940  -0.4565
C -2.500 2.501 -2.553  0.2336
O -3.598 1.700 -2.504  -0.4102
I -2.077 3.729 -0.765  0.0614
C 0.121 0.985 -2.766  0.3805
C -0.447 -0.546 -2.982  -0.4235
C -0.684 -1.365 -1.581  0.3393
O -0.027 -2.529 -1.380  -0.4670
O -1.609 -0.931 -0.488  -0.3539
H 4.023 0.948 0.178  0.2256
H 3.892 -0.936 -0.065  0.1385
H 5.620 -0.051 -0.277  0.2904
H 4.245 1.462 -2.190  -0.2153
H 5.017 -0.240 -4.149  0.3372
H 6.394 0.011 -2.855  0.3479
H 5.342 -1.568 -2.727  0.3107
H 2.217 -0.934 -1.781  0.0293
H 2.861 -0.792 -3.546  0.3694
H 1.929 1.780 -1.717  0.1469
H 3.065 2.718 -3.629  0.3670
H 1.210 5.156 -4.331  0.2683
H 0.541 4.904 -2.694  0.2178
H -1.703 3.548 -4.465  0.4342
H -2.148 1.722 -4.674  0.3161
H -0.152 1.215 -1.642  -0.1055
H -1.458 -0.531 -3.606  0.3527
H 0.311 -1.204 -3.626  0.2529
H -1.289 -0.050 -0.103  0.3063
C 3.366 -1.851 4.252  -0.1385
C 4.797 -2.150 4.617  -0.6305
C 5.465 -2.205 3.260  -0.5206
O 4.743 -1.308 2.405  -0.3073
C 3.528 -0.927 3.065  -0.3664
H 2.790 -1.404 5.066  0.3820
H 2.862 -2.774 3.941  -0.1060
H 5.211 -1.322 5.204  0.2948
H 4.922 -3.072 5.191  0.3381
H 5.400 -3.207 2.825  0.2785
H 6.518 -1.909 3.299  0.2794
H 3.635 0.115 3.386  0.2919
H 2.691 -0.993 2.365  0.1824
C -5.960 -0.201 -1.054  -0.1834
C -6.615 -1.057 -2.107  -0.6029
C -7.444 -2.008 -1.271  -0.4447
O -7.819 -1.299 -0.082  -0.4012
C -7.052 -0.089 -0.013  -0.3118
H -5.623 0.770 -1.424  0.2241
H -5.095 -0.728 -0.633  0.1145
H -7.271 -0.440 -2.731  0.2952
H -5.905 -1.571 -2.760  0.3324
H -6.860 -2.884 -0.968  0.2527
H -8.342 -2.352 -1.794  0.2924
H -7.726 0.746 -0.233  0.3171
H -6.657 0.039 0.999  0.1299
C 0.844 -5.782 1.095  -0.5840
C -0.190 -4.835 1.648  -0.1957
C 0.202 -4.755 3.107  -0.3429
O 1.623 -4.944 3.168  -0.4141
C 2.076 -5.403 1.887  -0.3145
H 0.987 -5.695 0.015  0.3293
H 0.558 -6.816 1.321  0.2653
H -0.081 -3.851 1.177  -0.0387
H -1.219 -5.173 1.501  0.3689
H -0.266 -5.556 3.689  0.2703
H -0.061 -3.795 3.560  0.2538
H 2.616 -4.578 1.408  0.1297
H 2.766 -6.241 2.018  0.3020
C 4.110 7.253 -3.047  -0.4228
C 3.860 7.649 -1.615  -0.5390
C 3.496 6.326 -0.979  -0.2803
O 4.203 5.308 -1.700  -0.3541
C 4.750 5.891 -2.892  -0.3488
H 4.738 7.959 -3.595  0.3485
H 3.155 7.159 -3.578  0.1204
H 4.785 8.035 -1.170  0.2700
H 3.082 8.408 -1.497  0.3317
H 2.424 6.120 -1.075  0.0969
H 3.766 6.281 0.080  0.2737
H 5.833 5.975 -2.755  0.2992
H 4.555 5.236 -3.745  0.2167
C -6.056 -2.287 3.717  -0.3904
C -7.090 -1.341 4.270  -0.4268
C -6.698 -1.260 5.729  -0.4591
O -5.277 -1.449 5.789  -0.4147
C -4.824 -1.908 4.508  -0.3339
H -5.913 -2.200 2.637  0.1923
H -6.342 -3.322 3.943  0.2884
H -6.981 -0.356 3.799  0.1767
H -8.119 -1.678 4.122  0.3631
H -7.166 -2.061 6.311  0.2613
H -6.961 -0.300 6.182  0.2783
H -4.284 -1.083 4.030  0.2199
H -4.134 -2.747 4.640  0.2467

The LUMO energy comes out at -5.30 eV. For the HOMO-LUMO gap, the calculation gives 5.307 eV. As for the spin multiplicity: 1. Its net charge is +1.



4.
This record from OMol25 describes a molecular structure, C31H59N7P2SbTi. The level of theory is ωB97M-V/def2-TZVPD.

Last column: Löwdin spin population.
Geometry (Å):
Ti -0.343 -0.329 -0.039  1.6935
C -1.273 2.748 2.753  0.0007
C -2.280 1.605 2.767  0.0020
C -3.510 1.946 1.927  0.0005
P -1.548 0.005 2.202  0.0423
C -2.863 -1.218 2.660  0.0097
C -3.538 -1.048 4.018  0.0013
C -2.329 -2.639 2.517  0.0094
C -0.146 -0.270 3.325  0.0046
C -0.240 -0.104 4.706  0.0008
C 0.801 -0.430 5.555  -0.0008
C 1.956 -0.965 4.994  0.0009
C 2.093 -1.111 3.626  -0.0009
C 1.068 -0.724 2.744  0.0057
N 1.156 -0.808 1.350  0.0126
C 2.318 -1.366 0.772  0.0088
C 3.598 -0.862 1.010  0.0037
C 4.712 -1.430 0.409  0.0020
C 4.574 -2.518 -0.441  0.0036
C 3.304 -3.005 -0.714  0.0022
C 2.169 -2.429 -0.147  0.0090
P 0.431 -2.910 -0.459  0.0226
C 0.238 -4.450 0.552  0.0040
C 1.029 -5.665 0.073  0.0002
C 0.612 -4.147 2.007  0.0006
C 0.157 -3.388 -2.233  0.0038
C 1.186 -4.167 -3.047  -0.0001
C -1.212 -4.082 -2.313  0.0003
H -1.753 3.673 3.079  0.0001
H -0.429 2.555 3.416  0.0000
H -0.878 2.921 1.751  0.0005
H -2.603 1.461 3.802  -0.0003
H -3.241 2.052 0.872  0.0003
H -4.286 1.183 1.994  0.0000
H -3.948 2.890 2.258  0.0001
H -3.615 -1.064 1.875  0.0004
H -2.821 -1.162 4.832  0.0000
H -4.040 -0.087 4.133  0.0000
H -4.296 -1.822 4.153  0.0006
H -1.627 -2.870 3.321  0.0001
H -3.152 -3.354 2.574  0.0002
H -1.804 -2.791 1.571  0.0078
H -1.157 0.289 5.129  0.0000
H 0.709 -0.295 6.623  -0.0001
H 2.774 -1.273 5.634  0.0001
H 3.007 -1.539 3.244  0.0000
H 3.717 -0.026 1.688  0.0001
H 5.694 -1.024 0.618  0.0001
H 5.443 -2.977 -0.894  0.0002
H 3.203 -3.845 -1.386  0.0000
H -0.832 -4.684 0.525  0.0000
H 2.096 -5.439 0.018  0.0000
H 0.914 -6.483 0.787  0.0002
H 0.708 -6.035 -0.898  0.0000
H 1.697 -4.109 2.119  0.0000
H 0.213 -3.199 2.363  0.0006
H 0.235 -4.940 2.655  0.0000
H 0.033 -2.409 -2.714  0.0030
H 1.420 -5.137 -2.609  0.0000
H 0.794 -4.350 -4.051  -0.0001
H 2.118 -3.619 -3.162  0.0000
H -1.134 -5.146 -2.091  0.0001
H -1.947 -3.677 -1.609  0.0001
H -1.625 -3.993 -3.320  0.0001
C -3.267 3.953 -2.362  0.0013
N -2.024 3.452 -1.785  0.0134
C -1.136 4.434 -1.179  0.0012
C -1.818 2.133 -1.523  0.0205
N -0.921 1.657 -0.736  0.0099
N -2.675 1.284 -2.226  0.0093
C -2.813 -0.088 -2.090  0.0326
N -3.707 -0.609 -2.993  0.0143
N -2.148 -0.772 -1.234  0.0166
H -3.429 4.963 -1.996  0.0001
H -4.120 3.354 -2.044  0.0002
H -3.231 3.993 -3.454  0.0005
H -1.216 5.363 -1.737  0.0001
H -0.099 4.107 -1.232  0.0001
H -1.396 4.620 -0.132  0.0004
H -0.358 2.367 -0.272  0.0002
H -3.065 1.670 -3.069  0.0008
H -4.481 -0.038 -3.291  0.0015
H -3.926 -1.586 -2.898  0.0005
H -2.442 -1.743 -1.245  0.0020
C 2.212 2.272 -2.537  -0.0009
Sb 1.472 0.283 -2.387  0.0114
C 0.193 0.424 -4.110  0.0041
C 3.166 -0.578 -3.339  -0.0008
H 2.474 2.464 -3.577  -0.0003
H 3.099 2.395 -1.917  0.0000
H 1.461 2.990 -2.216  0.0000
H 0.767 0.226 -5.014  0.0003
H -0.212 1.435 -4.173  0.0002
H -0.633 -0.285 -4.057  0.0000
H 3.276 -0.124 -4.323  -0.0002
H 3.075 -1.656 -3.438  0.0000
H 4.053 -0.371 -2.742  0.0001
N 1.620 2.373 0.990  0.0023
H 1.369 1.803 1.794  0.0004
H 1.749 3.321 1.331  0.0001
H 2.534 2.046 0.696  0.0002

The LUMO energy (spin up / spin down) comes out at -2.15 / -2.16 eV. For the HOMO-LUMO gap (spin up / spin down), the calculation gives 6.315 / 6.946 eV. Its expectation value of S² is 2.01. As for the spin multiplicity: 3. Its net charge is +1.